# 1
Below is 4 unconnected molecules or ions with the total composition C30H34BI2N3O10, with properties calculated with ωB97M-V with the def2-TZVPD basis set.

Cartesian coordinates (Å):
C  -0.76938  -6.34514  1.72089
C  -0.38554  -4.85562  1.55898
C  0.52089  -4.54693  0.36401
C  0.26551  -5.43083  -0.86480
C  -1.17636  -5.39956  -1.30645
O  -2.03505  -4.69441  -0.90349
I  -1.67277  -6.82653  -2.88292
C  1.98636  -4.51990  0.84891
C  2.75066  -3.66855  -0.21580
C  3.36590  -4.63433  -1.24478
C  3.90756  -3.98726  -2.52665
C  4.88067  -4.95905  -3.20826
I  4.80666  -4.89210  -5.33600
B  3.84965  -2.77845  0.53274
C  4.32929  -1.36595  0.06017
O  4.37250  -3.35972  1.65333
C  1.57951  -2.80019  -0.68077
O  1.62116  -1.84355  -1.40781
O  0.39510  -3.19137  -0.12298
H  -1.80360  -6.50563  1.42386
H  -0.65849  -6.63644  2.76461
H  -0.12205  -7.01150  1.15514
H  0.08531  -4.53619  2.48658
H  -1.29446  -4.26160  1.45838
H  0.83736  -5.09352  -1.73032
H  0.53226  -6.47730  -0.72111
H  2.42725  -5.47831  1.10964
H  1.92477  -3.85327  1.70979
H  2.68741  -5.43634  -1.52558
H  4.21066  -5.11675  -0.73917
H  4.41231  -3.05063  -2.29601
H  3.09433  -3.77240  -3.22010
H  4.60740  -5.97917  -2.93916
H  5.90474  -4.81566  -2.87260
H  4.69686  -1.36846  -0.96713
H  3.50576  -0.64817  0.09373
H  5.11624  -0.99175  0.71793
H  5.20171  -2.94251  1.91321
O  5.14026  -0.15032  2.97346
N  4.88585  1.03042  2.82300
O  5.66701  1.84969  2.39151
C  3.53254  1.48377  3.17663
C  2.63501  0.56363  3.68780
C  1.36467  0.99551  4.02957
C  1.01270  2.32790  3.85416
C  1.92538  3.23661  3.33280
C  3.20000  2.81278  2.99054
H  2.92050  -0.46959  3.81738
H  0.64993  0.29197  4.43389
H  0.01919  2.66014  4.12724
H  1.64939  4.27407  3.19082
H  3.91882  3.50886  2.58466
O  1.47190  7.84685  1.10561
N  0.88646  6.91391  1.60860
O  1.33439  6.23070  2.51335
C  -0.44664  6.57560  1.09174
C  -0.96143  7.31183  0.04014
C  -2.20923  6.97597  -0.45844
C  -2.92188  5.92105  0.09485
C  -2.38957  5.19928  1.15501
C  -1.14223  5.52443  1.66136
H  -0.39877  8.12938  -0.38469
H  -2.62539  7.53454  -1.28541
H  -3.88807  5.66380  -0.29425
H  -2.94610  4.37633  1.58151
H  -0.71920  4.96610  2.48265
O  -4.44360  5.03597  -2.44293
N  -5.06541  4.06995  -2.04260
O  -4.68057  3.32160  -1.16787
C  -6.37134  3.79166  -2.65882
C  -6.81784  4.61131  -3.67883
C  -8.04046  4.33318  -4.26737
C  -8.79384  3.25144  -3.83051
C  -8.32938  2.44519  -2.79964
C  -7.10725  2.71267  -2.20518
H  -6.22368  5.44923  -4.01076
H  -8.40400  4.96001  -5.06960
H  -9.74597  3.03501  -4.29632
H  -8.91804  1.60459  -2.45983
H  -6.73503  2.09053  -1.40530

Values from the calculation:
charge = 0
HOMO-LUMO gap = 0.31633 hartree
HOMO level = -9.3970 eV
max |F| = 1.8 eV/Å
E = -2700.27975 Eh

Atomic partial charges in e from the Mulliken method, atoms 1 to 4:
1. C -1.25
2. C -1.04
3. C 1.85
4. C -1.29



# 2
Below is a molecular structure, C30H34Br4F2N4O3PbS, with properties calculated with ωB97M-V with the def2-TZVPD basis set.

Cartesian coordinates (Å):
Pb  1.08615  -0.27122  0.25788
C  -4.75974  -1.21533  -2.16993
C  -5.64328  -1.15959  -0.90932
C  -6.37862  0.17576  -0.65701
C  -6.68500  -2.26600  -1.04497
C  -4.74595  -1.45714  0.31015
C  -5.28806  -2.06385  1.45766
C  -4.51310  -2.44702  2.55666
C  -3.20185  -2.05847  2.60386
S  -2.04513  -2.23549  3.88169
C  -0.77757  -1.64672  2.82958
N  -1.23203  -1.26431  1.62297
C  -2.59139  -1.39701  1.46813
C  -3.37994  -1.14900  0.33132
C  0.63521  -1.43594  3.27524
C  0.97820  -1.80062  4.59686
C  2.21893  -1.55066  5.14960
C  3.19489  -0.96391  4.33610
C  2.88824  -0.69429  3.01431
C  1.61981  -0.87517  2.50111
H  -5.38821  -1.34483  -3.08913
H  -4.14790  -2.14306  -2.17141
H  -4.10842  -0.32915  -2.25034
H  -6.90893  0.48524  -1.57331
H  -5.63936  0.95920  -0.40512
H  -7.11295  0.06703  0.16828
H  -7.15632  -2.26611  -2.06452
H  -7.49790  -2.11523  -0.30037
H  -6.25409  -3.24838  -0.81233
H  -6.34873  -2.29790  1.44748
H  -4.90455  -3.10390  3.35349
H  -2.91105  -0.69388  -0.52457
H  0.22607  -2.33044  5.20478
H  2.35210  -1.66520  6.22686
H  4.18682  -0.70750  4.73730
H  3.65300  -0.29152  2.32495
Br  -2.29151  1.52171  -6.17732
C  -1.77457  1.48290  -4.37204
C  -2.26172  2.48381  -3.47783
Br  -3.29494  3.94848  -4.19783
C  -1.92917  2.44651  -2.12882
Br  -2.75883  3.61930  -0.86287
C  -0.94540  1.51885  -1.62577
O  -0.41823  1.61733  -0.45380
C  -0.44178  0.48756  -2.52224
O  0.41518  -0.37888  -2.17735
C  -0.88076  0.51759  -3.91428
Br  -0.06802  -0.66342  -5.17067
C  0.40074  3.28108  2.98805
O  0.46773  2.04357  2.26635
H  0.49567  3.03130  4.07047
H  -0.51521  3.81195  2.77677
H  1.28921  3.90047  2.74857
H  -0.07462  2.15083  1.41592
F  3.29103  -2.74547  0.35394
C  1.95980  -2.71650  -0.07885
F  2.01698  -3.07160  -1.42051
H  1.46090  -3.57184  0.37935
C  5.84046  0.12927  0.90963
N  5.54174  0.88810  -0.28966
C  6.59151  1.81513  -0.66220
C  4.26295  1.08996  -0.71645
N  3.20577  1.07189  0.08310
N  4.08280  1.33332  -2.05566
C  2.84409  1.76307  -2.60901
C  4.97886  0.84246  -3.07518
H  6.88636  -0.17702  0.91805
H  5.17797  -0.73100  0.96895
H  5.69795  0.68753  1.84802
H  6.94105  2.37210  0.22132
H  6.14644  2.53443  -1.34523
H  7.42517  1.26179  -1.13293
H  3.51329  1.25133  1.07089
H  2.47021  2.50194  -1.90701
H  2.10588  0.95600  -2.79376
H  3.10649  2.25877  -3.56398
H  5.89926  0.50561  -2.57352
H  5.20743  1.68920  -3.74398
H  4.51248  0.04221  -3.65460

Values from the calculation:
charge = -2
HOMO-LUMO gap = 0.14872 hartree
ΔE to the lowest compared entry with this formula, charge and spin = 0.267 eV
HOMO level = -0.0233 eV
max |F| = 2.9 eV/Å
E = -12695.07434 Eh

Atomic partial charges in e from the Mulliken method, atoms 1 to 4:
1. Pb 0.97
2. C -1.75
3. C 2.16
4. C -1.52



# 3
Below is 2 unconnected molecules or ions with the total composition C30H34F19N2O7PS, with properties calculated with ωB97M-V with the def2-TZVPD basis set.

Cartesian coordinates (Å):
N  -0.24455  2.63778  0.21943
P  0.75678  1.22527  0.26964
O  1.10750  1.07776  1.87121
C  -0.45347  -0.12527  -0.14318
C  -0.52993  -0.71915  -1.40369
C  0.38128  -0.31713  -2.55805
C  0.45205  1.18595  -2.92908
O  1.69680  1.82166  -2.67970
C  2.68876  1.37530  -3.55165
C  3.98697  2.12966  -3.31737
F  3.73061  3.45493  -3.33936
F  4.84221  1.86741  -4.31661
C  4.69202  1.86633  -1.96162
F  5.85394  2.54317  -1.97714
F  3.95086  2.39717  -0.98248
C  5.01631  0.36591  -1.66687
F  6.22942  0.32782  -1.08328
F  5.09468  -0.37057  -2.77917
C  4.00323  -0.22001  -0.65111
F  4.46477  -0.03356  0.59135
F  3.88604  -1.55359  -0.85799
C  -1.42518  -1.74277  -1.62978
C  -1.52433  -2.44265  -2.98068
C  -0.36759  -3.48568  -3.09634
C  0.44032  -3.34886  -4.39371
C  1.88240  -3.79130  -4.27212
F  2.39120  -3.60117  -3.03851
F  1.99099  -5.11058  -4.54573
C  2.81638  -3.02362  -5.26041
F  2.18723  -2.74077  -6.40353
F  3.88759  -3.75377  -5.56022
F  3.23435  -1.89736  -4.68802
C  -2.26110  -2.21800  -0.62648
C  -3.23993  -3.34776  -0.81205
C  -4.59821  -2.90376  -1.35146
F  -4.90373  -3.63578  -2.49049
C  -2.16082  -1.62755  0.57644
C  -1.29028  -0.59984  0.80898
C  -1.49167  -0.21054  2.26451
O  -1.39837  0.86505  2.81837
N  -1.94600  -1.42342  2.83380
C  -2.31447  -1.43715  4.24473
C  -1.05741  -1.25070  5.09617
C  -0.24511  -2.52974  5.32573
C  0.26569  -3.19106  4.07072
F  -0.71632  -3.89693  3.46448
F  0.78856  -2.28941  3.22220
C  1.39724  -4.21265  4.36547
F  2.56945  -3.60675  4.52445
F  1.12243  -4.94623  5.44459
F  1.51592  -5.04712  3.32123
C  -2.87262  -1.90705  1.87917
O  -3.96682  -2.38571  2.11321
H  -0.58869  2.86345  1.14946
H  -1.04395  2.47191  -0.37904
H  0.86247  1.87906  2.34972
H  1.38491  -0.67012  -2.31206
H  0.11525  -0.83808  -3.46035
H  0.22596  1.35119  -3.98593
H  -0.28829  1.72903  -2.35334
H  2.39097  1.53990  -4.59352
H  2.91698  0.30779  -3.46139
H  3.01128  0.22838  -0.72947
H  -1.45001  -1.68703  -3.75639
H  -2.47983  -2.93475  -3.08158
H  0.25759  -3.40806  -2.21557
H  -0.83234  -4.46902  -3.06845
H  0.38019  -2.34680  -4.79935
H  -0.01179  -4.00660  -5.13084
H  -2.81789  -4.04062  -1.53282
H  -3.31408  -3.90248  0.11651
H  -5.39094  -3.03025  -0.62222
H  -4.53122  -1.86240  -1.66369
H  -2.76212  -2.39450  4.48656
H  -3.03348  -0.65384  4.48503
H  -0.38884  -0.48493  4.71637
H  -1.37970  -0.90721  6.07752
H  0.63872  -2.24258  5.89754
H  -0.77061  -3.23948  5.95551
C  -1.27976  8.52659  2.73710
C  -1.30199  7.29904  3.62600
O  -2.38405  6.40188  3.29795
S  -2.22538  5.48607  2.00966
C  -3.57027  4.39938  2.34074
O  -0.99300  4.76199  2.11034
O  -2.52304  6.25490  0.84430
H  -1.03262  8.26601  1.70875
H  -0.53464  9.23640  3.09647
H  -2.25652  9.01005  2.72617
H  -0.35186  6.76383  3.59068
H  -1.47007  7.59304  4.66020
H  -3.35782  3.84089  3.24847
H  -3.65784  3.72382  1.49228
H  -4.47774  4.98796  2.44465

Values from the calculation:
charge = 0
HOMO-LUMO gap = 0.29739 hartree
HOMO level = -8.2656 eV
max |F| = 2.1 eV/Å
E = -4436.82672 Eh

Atomic partial charges in e from the Mulliken method, atoms 1 to 4:
1. N -0.41
2. P 0.39
3. O -0.50
4. C 1.18



Among the records above, which one has the lowest HOMO level?
C30H34BI2N3O10



Look up the E of the first one.
-2700.27975 Eh



What is the formula in the first record?
C30H34BI2N3O10